The following is a DFT calculation (the ωB97M-V functional and the def2-TZVPD basis) of C15H26AuF6NO3P2 as an isolated structure at a distorted geometry.

Output
- calculated total energy (a.u.) = -2284.7045
- HOMO level (alpha / beta) (Ha) = -0.5263 / -0.5818
- expectation value of S² = 2.05
- frontier orbital gap (alpha / beta) (eV) = 8.19 / 7.49
- charge = +2
- multiplicity = 3

Last column: Mulliken charge in e.
Atoms and positions in Å:
H: -3.209 -0.791 -2.652  0.55
H: -0.169 1.906 1.527  0.06
H: -2.442 -2.553 -4.053  0.49
P: 2.198 -1.117 -0.058  0.43
F: -2.155 2.181 3.461  -0.20
P: -2.139 0.370 -0.835  0.43
H: 1.166 0.452 4.811  0.49
H: -4.326 1.205 -0.165  0.51
C: 1.264 0.638 3.735  -1.84
N: -0.166 -1.639 -1.852  -0.11
C: -2.571 -1.091 -1.827  -1.22
C: -0.861 2.036 3.858  0.67
F: -0.877 1.913 5.203  -0.23
F: -2.268 -0.253 2.790  -0.18
H: 3.022 0.406 1.647  0.22
H: 1.066 3.633 0.548  0.32
Au: -0.012 -0.353 -0.124  0.62
H: 3.388 0.989 0.033  0.34
C: -1.447 -2.442 -3.648  -0.73
C: 2.398 -2.626 0.925  -1.21
H: 2.940 3.114 -3.390  0.29
H: 3.467 -2.863 0.876  0.46
H: -3.842 -0.281 0.720  0.41
C: 2.222 -1.832 -1.694  -1.16
O: 0.108 3.365 0.577  -0.61
H: 1.857 1.553 3.562  0.38
O: 2.311 2.446 -3.082  -0.57
H: -3.044 1.758 -2.616  0.44
C: 0.953 -2.543 -3.764  -0.91
F: -0.218 3.200 3.563  -0.23
C: 3.344 0.087 0.649  -0.91
H: 1.811 -3.403 0.429  0.37
H: -2.033 2.714 -1.482  0.41
C: -0.147 0.796 3.197  0.72
F: -1.271 -0.701 4.701  -0.24
H: -0.083 3.090 -0.331  0.24
C: -1.361 -1.771 -2.438  0.85
C: -1.062 -0.420 3.399  0.57
H: -3.115 1.283 1.152  0.20
H: 2.313 1.832 -3.812  0.30
H: 2.074 -2.520 1.965  0.34
H: -1.240 1.637 -2.685  0.37
O: -0.213 0.937 1.775  0.38
C: 1.035 -2.041 -2.427  1.10
H: 1.886 -2.644 -4.302  0.46
C: -2.115 1.752 -2.021  -1.34
H: -3.094 -1.810 -1.193  0.43
H: 4.348 -0.345 0.749  0.44
H: 1.744 -0.208 3.233  0.29
C: -0.277 -2.836 -4.308  -0.46
F: -0.477 -1.502 2.794  -0.19
H: 3.176 -2.034 -2.193  0.41
H: -0.368 -3.348 -5.244  0.49
C: -3.488 0.676 0.314  -1.14

The following is a DFT calculation (the ωB97M-V functional and the def2-TZVPD basis) of the molecule C5H7NO.

Output
- calculated total energy (a.u.) = -324.6662
- HOMO level (Ha) = -0.3190
- energy relative to the best compared isomer or geometry (same formula, charge and spin) (kJ/mol) = 153.08
- structure (SMILES) = C1=CN=COCC1
- frontier orbital gap (eV) = 9.59
- multiplicity = 1

Last column: Mulliken charge in e.
Atoms and positions in Å:
N: -0.718 0.616 -1.540  -0.57
C: -0.786 1.505 -0.632  0.15
O: -0.533 1.500 0.692  -0.38
C: 1.064 -0.358 0.561  -0.61
C: -0.150 0.273 1.313  -0.45
H: 0.497 -2.326 -0.301  0.32
H: 1.635 0.433 0.050  0.29
H: -0.761 -1.371 -2.168  0.37
H: -1.005 -0.409 1.238  0.36
H: -0.011 0.517 2.368  0.30
C: 0.452 -1.252 -0.460  -0.38
H: -1.129 2.505 -0.903  0.37
H: 1.797 -0.901 1.172  0.32
C: -0.354 -0.732 -1.390  -0.09

The following is a DFT calculation (the ωB97M-V functional and the def2-TZVPD basis) of C20H26BN7ORuS as an isolated structure.

Output
- calculated total energy (a.u.) = -1754.0791
- HOMO level (alpha / beta) (Ha) = -0.4136 / -0.4090
- energy relative to the best compared isomer or geometry (same formula, charge and spin) (kJ/mol) = 27.85
- expectation value of S² = 0.76
- frontier orbital gap (alpha / beta) (eV) = 8.02 / 6.85
- charge = +1
- multiplicity = 2

Last column: Mulliken charge in e.
Atoms and positions in Å:
N: 0.732 1.303 1.523  0.29
H: -3.866 0.323 4.143  0.28
N: -1.262 0.870 -0.276  0.49
H: -1.158 -0.306 -2.807  0.27
H: -4.609 3.516 0.252  0.37
H: -2.819 -3.194 3.441  0.48
C: 2.066 -1.893 -1.730  0.71
C: 1.835 1.999 1.842  0.68
C: -1.396 -3.656 0.995  -1.48
N: -0.216 1.637 2.441  0.45
S: 0.531 -2.277 -1.048  -0.36
N: -1.718 -0.329 2.418  0.59
H: 5.530 -0.818 -3.025  0.43
C: -3.119 -0.400 4.470  -1.27
C: -1.138 0.783 -2.747  -1.39
H: 3.895 1.461 1.625  0.30
C: 3.133 2.043 1.104  -1.08
C: -0.535 3.061 4.460  -1.27
C: 4.562 -1.141 -2.673  -0.77
H: -4.529 2.338 1.566  0.28
B: -1.652 1.187 2.194  -0.39
H: -2.415 1.762 2.903  -0.12
C: 3.779 -0.268 -1.975  -0.22
C: -3.936 2.991 0.926  -1.32
H: 3.037 1.682 0.092  -0.04
H: -3.441 3.724 1.563  0.28
C: 2.846 -2.803 -2.454  -0.87
H: -1.410 3.606 4.105  0.26
H: -1.328 -3.478 -0.071  0.34
H: -0.508 -4.206 1.311  0.27
C: -2.945 2.212 0.134  0.97
H: -0.098 1.102 -2.826  0.22
H: 2.446 -3.791 -2.624  0.43
H: -3.416 2.594 -1.991  0.49
C: 0.270 2.517 3.330  0.89
C: 1.582 2.760 2.986  -1.54
H: -2.412 0.121 5.116  0.21
N: 2.569 -0.666 -1.523  0.49
H: 4.691 -3.141 -3.463  0.41
C: 4.084 -2.433 -2.916  -0.16
H: -2.263 -4.293 1.160  0.39
C: -2.422 -1.027 3.313  0.83
N: -1.995 1.458 0.703  0.04
H: 0.078 3.741 5.047  0.36
H: 3.476 3.077 1.076  0.40
C: -1.590 -2.407 1.787  0.66
H: -3.616 -1.168 5.057  0.36
H: -1.690 1.190 -3.591  0.38
C: -2.345 -2.360 2.952  -1.38
O: 1.844 0.246 -0.848  -0.59
Ru: 0.222 -0.306 0.187  0.31
C: -2.809 2.109 -1.246  -1.38
C: -1.739 1.254 -1.470  0.60
H: 4.042 0.751 -1.740  0.45
N: -1.173 -1.159 1.477  0.27
H: -0.882 2.263 5.116  0.21
H: 2.272 3.423 3.479  0.47

The following is a DFT calculation (the ωB97M-V functional and the def2-TZVPD basis) of the molecule C4H4FN at a distorted geometry.

Output
- calculated total energy (a.u.) = -309.3848
- HOMO level (Ha) = -0.3662
- energy relative to the best compared isomer or geometry (same formula, charge and spin) (kJ/mol) = 97.09
- structure (SMILES) = C/C=C(/F)C#N
- frontier orbital gap (eV) = 10.30
- multiplicity = 1

Last column: Mulliken charge in e.
Atoms and positions in Å:
H: -1.655 -0.784 0.968  0.27
C: 0.956 0.696 -0.012  0.46
C: -0.416 0.756 0.039  -0.26
F: 1.654 1.862 0.023  -0.27
H: -1.995 -0.305 -0.733  0.26
H: -0.567 -1.440 -0.207  0.30
C: -1.220 -0.513 -0.011  -0.96
H: -0.748 1.730 -0.014  0.47
C: 1.701 -0.517 -0.112  0.08
N: 2.290 -1.485 0.059  -0.35

The following is a DFT calculation (the ωB97M-V functional and the def2-TZVPD basis) of the molecule C3H7N3O3S at a distorted geometry.

Output
- calculated total energy (a.u.) = -906.5492
- HOMO level (alpha / beta) (Ha) = -0.3465 / -0.3465
- energy relative to the best compared isomer or geometry (same formula, charge and spin) (kJ/mol) = 195.81
- frontier orbital gap (alpha / beta) (eV) = 8.01 / 8.01
- multiplicity = 1

Last column: Mulliken charge in e.
Atoms and positions in Å:
C: -1.802 -1.514 0.246  -0.14
N: -0.735 -0.215 -1.299  0.53
H: -1.331 -2.527 0.236  0.25
N: 1.180 -0.244 1.683  -0.51
O: 1.394 -1.726 -0.310  -0.61
O: -1.370 -0.692 1.121  -0.77
S: 1.500 -0.361 0.085  1.11
O: 2.676 0.392 -0.225  -0.62
C: 0.085 0.536 -0.724  0.70
N: -1.389 -1.207 -1.181  -0.83
H: 0.830 2.376 -0.056  0.34
H: -2.898 -1.645 0.160  0.34
H: -0.730 2.486 -0.907  0.38
C: 0.239 1.992 -0.881  -1.17
H: 1.369 0.672 2.057  0.29
H: 0.196 -0.537 1.797  0.45
H: 0.785 2.213 -1.801  0.28

The following is a DFT calculation (the ωB97M-V functional and the def2-TZVPD basis) of a 5-piece molecular cluster, C35H77BN3O4 overall at a distorted geometry.

Output
- calculated total energy (a.u.) = -1869.4273
- HOMO level (Ha) = -0.4512
- frontier orbital gap (eV) = 9.27
- charge = +1
- multiplicity = 1

Last column: Mulliken charge in e.
Atoms and positions in Å:
H: 4.362 -4.218 7.491  0.32
N: -0.362 -2.412 1.530  0.69
H: 1.347 -0.379 -6.897  0.13
H: 2.349 -4.882 3.604  0.42
C: -6.284 4.565 6.643  -1.17
C: 2.655 -0.846 -3.668  -0.42
C: -3.079 3.193 5.225  -0.42
C: -0.967 1.518 -4.191  -0.47
H: -6.434 5.316 7.420  0.38
C: -4.480 2.927 4.673  -0.45
C: 6.913 -1.855 7.389  -1.20
C: 3.472 -2.012 5.878  -0.14
H: 3.232 0.558 -2.042  0.30
H: 1.804 -3.392 5.985  0.14
C: -2.802 5.780 -2.930  -1.26
C: -5.292 4.175 4.324  -0.84
H: -4.396 2.308 3.771  0.28
C: -0.186 0.485 -9.131  -0.73
H: -4.537 5.533 5.836  0.23
H: -1.577 1.374 -3.294  0.33
C: 1.326 0.438 -8.916  -0.58
H: -5.035 2.324 5.399  0.32
C: 0.733 -1.120 3.089  0.55
C: 0.527 -1.625 -3.125  -1.02
H: -0.935 -6.071 2.662  0.33
C: -2.167 3.913 4.236  -1.17
H: -1.121 -4.664 0.028  0.36
H: 2.603 -4.818 1.800  0.27
H: 4.170 0.759 -3.538  0.36
H: -5.760 3.722 7.098  0.28
H: -3.134 3.652 -2.957  0.24
H: 5.919 -4.367 6.714  0.41
H: 0.574 -6.501 3.498  0.31
O: -0.173 -4.650 0.236  -0.35
O: 1.251 -0.777 -3.984  -0.25
H: -0.479 -1.706 -3.566  0.33
H: 1.404 -1.637 0.545  0.64
H: -1.023 3.023 -1.773  0.05
H: -1.376 0.875 -4.974  0.25
C: 3.179 0.510 -3.139  -0.88
H: 4.181 -3.877 5.074  -0.02
C: 5.723 -2.624 7.955  -0.41
H: 2.274 -3.351 2.751  0.22
H: 7.714 -2.538 7.099  0.29
H: -0.577 1.413 -8.700  0.36
H: -1.120 -2.825 -8.491  0.41
H: 1.342 1.392 -6.967  0.11
H: -1.998 3.275 -4.894  0.36
H: -2.815 0.058 3.983  0.52
H: -0.583 4.709 -1.635  0.43
C: -2.578 4.383 -2.363  -0.44
H: -0.388 0.546 -10.204  0.34
H: 1.467 -1.779 6.634  0.35
H: -3.003 4.344 -1.355  0.42
H: -0.131 -1.575 -11.107  0.29
N: 0.567 -4.599 2.545  0.08
C: 0.382 -0.997 -1.725  -0.19
C: 0.162 -6.010 2.605  -0.96
H: -1.172 4.044 4.664  0.39
H: -0.879 -0.663 -7.440  -0.14
H: -3.137 3.764 6.154  0.31
H: 0.047 1.183 -3.978  -0.19
H: -2.205 -2.203 0.354  0.38
H: 4.951 -1.920 8.278  0.23
H: -4.812 4.703 3.495  0.31
H: -6.044 6.025 5.097  0.37
H: 1.752 -0.454 -9.384  0.29
H: -0.022 -0.493 0.588  0.59
H: 2.794 -1.654 -2.932  0.34
C: -0.533 -2.071 -9.023  -0.50
H: -0.402 3.051 -5.573  0.22
H: -2.026 -0.549 -8.754  0.40
H: -0.448 -3.281 -10.813  0.39
H: -2.621 2.232 5.484  0.38
H: 2.436 -2.913 7.570  0.40
H: 1.774 1.294 -9.428  0.35
H: -6.270 3.857 3.950  0.40
H: 1.318 -0.522 -1.383  0.25
C: -2.491 -1.417 2.302  -1.55
B: 0.029 -3.941 1.389  0.16
C: -0.369 3.928 -3.620  -0.79
O: -0.070 -1.969 -0.764  -0.39
H: 3.173 -1.625 4.898  0.11
C: 2.034 -4.425 2.655  -1.04
C: 0.303 -1.547 0.525  -0.86
C: -0.977 2.973 -4.646  -0.45
H: 5.382 -2.607 5.102  0.42
C: 4.572 -3.055 5.686  -0.29
C: -1.103 3.992 -2.279  -0.43
H: -7.267 4.221 6.315  0.29
N: 1.287 -0.131 3.225  -0.41
C: 5.140 -3.644 6.978  -0.89
H: 0.669 3.634 -3.432  0.25
H: 6.048 -3.154 8.854  0.39
H: -2.549 4.903 3.984  0.30
H: -2.290 6.532 -2.326  0.30
C: -2.764 -0.635 3.164  0.83
H: -3.866 6.022 -2.934  0.39
H: -2.442 5.862 -3.957  0.29
C: -0.963 -0.689 -8.531  -0.08
H: 3.851 -1.158 6.444  0.31
H: -1.783 -2.128 -10.795  0.30
H: 6.634 -1.263 6.516  0.29
H: -2.234 -3.400 1.729  0.52
C: 2.226 -2.561 6.559  -1.11
H: -0.321 4.929 -4.057  0.42
H: -2.063 3.339 3.311  0.24
H: 3.251 -1.117 -4.550  0.47
H: 0.476 -6.617 1.741  0.35
H: 0.921 -2.655 -3.101  0.42
C: 1.724 0.487 -7.446  -0.72
H: 2.469 1.284 -3.468  0.06
H: 0.513 -2.260 -8.766  0.24
H: 2.813 0.488 -7.349  0.43
C: -0.735 -2.270 -10.522  -1.28
C: -1.895 -2.411 1.381  -0.43
C: -5.499 5.157 5.477  -0.41
O: -0.118 -2.099 2.885  -0.21
H: -0.369 -0.193 -1.796  0.26
H: 7.311 -1.169 8.138  0.38

The following is a DFT calculation (the ωB97M-V functional and the def2-TZVPD basis) of a 2-piece molecular cluster, C3H11N5 overall at a distorted geometry.

Output
- calculated total energy (a.u.) = -394.5655
- HOMO level (Ha) = -0.3193
- energy relative to the best compared isomer or geometry (same formula, charge and spin) (kJ/mol) = 315.42
- structure (SMILES) = [H]/N=N/N(C)N.[H]/N=C/C
- frontier orbital gap (eV) = 9.63
- multiplicity = 1

Last column: Mulliken charge in e.
Atoms and positions in Å:
H: -0.104 -1.661 -1.803  0.30
H: -2.802 -0.250 -0.546  0.26
H: 1.426 -0.338 2.971  0.25
C: 0.045 -1.966 -0.763  -0.90
H: 2.096 0.400 0.103  0.32
H: -1.279 3.114 0.043  0.34
H: -1.514 0.620 1.050  0.33
N: -2.290 0.562 -0.904  -0.69
N: 1.731 -0.218 -0.627  -0.83
H: 0.201 2.231 0.443  0.24
H: 2.478 -0.892 -0.787  0.23
N: 0.659 -1.019 1.396  -0.20
H: -0.348 2.313 -1.257  0.26
H: 0.686 -2.851 -0.729  0.36
C: -0.670 2.245 -0.216  -0.92
C: -1.478 1.004 0.003  0.19
N: 1.419 -0.209 1.952  -0.58
H: -0.924 -2.197 -0.314  0.28
N: 0.667 -0.888 -0.015  0.77

The following is a DFT calculation (the ωB97M-V functional and the def2-TZVPD basis) of C3H9N3 as an isolated structure.

Output
- calculated total energy (a.u.) = -283.8613
- HOMO level (Ha) = -0.2859
- energy relative to the best compared isomer or geometry (same formula, charge and spin) (kJ/mol) = 319.89
- frontier orbital gap (eV) = 8.68
- multiplicity = 1

Last column: Mulliken charge in e.
Atoms and positions in Å:
H: 3.256 0.263 -0.287  0.24
H: 0.520 1.684 0.457  0.45
H: -2.691 1.611 0.518  0.28
C: -2.091 0.893 -0.042  -0.81
C: 0.202 0.065 0.090  0.28
H: -0.525 -1.907 0.509  0.29
C: -0.009 -1.364 -0.287  -1.17
H: -0.636 -1.418 -1.180  0.32
H: -2.529 -0.097 0.132  0.27
N: -0.715 0.967 0.415  -0.38
H: 0.937 -1.863 -0.499  0.38
H: -2.193 1.121 -1.111  0.29
H: 2.520 -0.842 0.684  0.24
N: 2.595 0.150 0.475  -0.59
N: 1.359 0.738 0.128  -0.09